The following is a DFT calculation (ωB97M-V/def2-TZVPD) of 2 unconnected molecules or ions with the total composition C5H14NO.

Calculated values
HOMO energy = -2.46 eV
gap between HOMO and LUMO = 6.23 eV
LUMO = 3.8 eV
net charge = -1

```
21
C5H14NO, DFT ωB97M-V/def2-TZVPD
C 1.835 1.569 0.121
C 0.464 1.731 -0.513
C -0.524 2.441 0.398
H 2.233 2.514 0.498
H 2.548 1.140 -0.587
H 1.767 0.854 0.942
H 0.077 0.733 -0.720
H 0.538 2.272 -1.458
H -1.450 2.655 -0.130
H -0.736 1.839 1.280
H -0.127 3.402 0.754
C 0.211 -2.952 -0.188
N -0.162 -1.612 0.268
C -1.594 -1.325 -0.172
O -2.486 -2.227 0.210
H -0.650 -3.620 -0.123
H 1.026 -3.360 0.422
H 0.564 -2.897 -1.222
H -0.253 -1.659 1.280
H -1.497 -1.198 -1.289
H -1.783 -0.299 0.229
```

Taken from the natural (NBO) analysis, the atomic charges in e are:
1 C -0.60
2 C -0.41
3 C -0.60
4 H 0.18
5 H 0.20
6 H 0.21
7 H 0.25
8 H 0.17
9 H 0.20
10 H 0.21
11 H 0.17
12 C -0.43
13 N -0.71
14 C 0.13
15 O -0.95
16 H 0.21
17 H 0.16
18 H 0.16
19 H 0.33
20 H 0.05
21 H 0.07